--- 1 ---
7
Properties=species:S:1:pos:R:3 method="wB97M-V/def2-TZVPD" gap_ev=12.806 smiles=N#CCC#N
N 1.9507 -1.9655 -0.0096
H -0.1152 0.2177 1.0190
C 1.1596 -1.1437 -0.0504
C 0.0044 -0.2526 0.0310
C -1.1258 -1.1944 -0.0357
N -1.9826 -1.9556 0.0354
H 0.1424 0.4851 -0.7427

***

--- 2 ---
7
Properties=species:S:1:pos:R:3 method="wB97M-V/def2-TZVPD" gap_ev="8.147 / 8.147"
H -2.3150 -0.2741 0.3908
N 2.5743 -0.8467 0.2333
N 2.2414 0.1257 -0.1616
H -1.3651 -0.4291 -1.2169
C 0.5668 1.2602 0.5905
C -1.3870 -0.2192 -0.1673
C -0.3154 0.3834 0.3312

***

--- 3 ---
7
Properties=species:S:1:pos:R:3 method="wB97M-V/def2-TZVPD" gap_ev="8.220 / 8.452"
N 2.6883 -0.6690 -0.2307
C -2.1130 -0.7633 0.1437
C -1.1087 -0.1286 0.1702
N 0.9468 0.9282 0.3376
H -3.0232 -1.2301 0.0500
C 1.8138 0.1124 -0.1636
H 0.7960 1.7503 -0.3072

***

The winner here is 1, beating the second structure by 358.6 kJ/mol.

***

--- 1 ---
16
Properties=species:S:1:pos:R:3 method="wB97M-V/def2-TZVPD" gap_ev=10.142 smiles="Cn1cnc2ncnn2c1=O"
C 1.4906 -0.6973 -0.3329
N -1.0671 -0.0807 -0.1730
C -0.6298 -1.1713 -0.8649
N 2.1215 1.1146 0.8051
H -3.1395 -0.5677 -0.5877
H 4.1028 0.5451 0.7986
H -2.7305 1.1756 -0.4082
H -1.4754 -1.7773 -1.2784
H -2.8228 0.1402 1.0235
C -0.2932 0.8456 0.4575
C -2.4916 0.1897 -0.0407
N 0.6041 -1.5264 -1.0157
C 3.1186 0.3365 0.5111
N 1.0554 0.4314 0.3059
O -0.6518 1.8126 1.0624
N 2.8087 -0.7707 -0.2627

***

--- 2 ---
16
Properties=species:S:1:pos:R:3 method="wB97M-V/def2-TZVPD" gap_ev=9.211 smiles=ONc1ncnc2[nH]cnc12
H 0.0303 2.5495 -0.9668
H -0.7054 -0.6169 3.1065
H -0.0611 -3.1840 -1.2009
N 0.3164 2.2893 -0.0283
H -0.0078 2.6612 1.7432
N 0.2820 -0.0503 -1.8870
C 0.1274 -0.0642 -0.5072
C -0.4111 -0.5354 2.0277
N -0.0451 0.7342 1.6719
C 0.3517 -1.3074 -2.1956
H 0.5532 -1.7122 -3.1853
C -0.1908 -1.3342 -0.0096
N -0.4427 -1.5687 1.2462
N -0.0176 -2.1463 -1.1648
C 0.1654 1.0221 0.3744
O 0.0552 3.2633 0.9756

***

The winner here is 1, beating the second structure by 126.2 kJ/mol.

***

--- 1 ---
19
Properties=species:S:1:pos:R:3 method="wB97M-V/def2-TZVPD" multiplicity=2 gap_ev="6.024 / 8.365"
H -0.4605 1.3527 4.8589
H 2.4605 1.2255 -0.0397
H 0.8888 1.0811 2.8390
C -1.8093 -1.6103 -2.8545
H -1.2855 -1.7483 -3.8018
C 0.0708 -0.4092 -1.7469
H 2.4839 0.6010 -1.8100
H -1.7161 -0.8768 -0.8123
O 0.5701 0.4418 2.1805
N 0.6797 0.3448 -0.7565
H -2.0295 -2.6362 -2.5133
H 0.2627 0.2957 0.1652
C 2.0164 0.6628 -0.8349
C -1.2144 -0.7954 -1.7662
O 0.3725 1.8028 4.6461
H 0.3131 2.5835 5.2109
H 0.7567 -0.6860 -2.5325
H 0.4619 -0.3654 2.6930
H -2.8218 -1.2640 -3.1250

***

--- 2 ---
19
Properties=species:S:1:pos:R:3 method="wB97M-V/def2-TZVPD" multiplicity=2 gap_ev="10.687 / 8.096"
H -0.8920 -0.6149 3.8518
H -1.2900 0.8364 0.9844
H 0.6566 -1.3145 1.4437
C -0.2687 -0.3496 -0.2430
H 0.1446 1.7457 -0.5483
C 1.1886 0.7187 -2.1783
H 0.6989 0.5213 -3.1508
H 1.6120 1.7202 -2.3460
H -1.3469 -1.1769 2.4358
H -2.2311 0.0867 -0.0012
H 1.7527 -1.0669 0.0521
C 0.9335 -0.6354 0.6301
N -1.4548 -0.1061 0.6236
H -0.8716 0.9994 -1.8338
O -1.4984 -1.1959 3.3961
H 1.2744 0.2940 1.0869
C -0.0108 0.8749 -1.1800
H -0.5117 -1.1258 -0.9657
O 2.1146 -0.2113 -2.0575

***

The winner here is 1, beating the second structure by 12.1 kJ/mol.

***

--- 1 ---
22
Properties=species:S:1:pos:R:3 method="wB97M-V/def2-TZVPD" gap_ev=9.735
C 0.9290 2.1728 -0.2860
H 0.0233 -0.1985 -2.1532
H 2.3245 -1.5662 0.3762
C -1.5411 -0.1752 -0.6949
H -1.2660 -0.9941 -2.7796
C -0.7642 -0.8871 -1.8202
C 1.3497 -1.5062 0.8542
H -0.2599 -1.7548 -1.4232
H -0.0931 2.0769 -0.6174
H 0.6696 -2.2246 0.3963
H -2.5646 -0.5616 -0.6328
C -0.7728 -0.0551 0.6110
H -1.6973 0.8405 -1.0719
C 1.4831 0.9590 0.3982
H 2.4908 1.0067 0.8004
H 0.9445 3.0387 0.4090
C -1.5001 -0.1806 1.7412
C 0.7206 -0.1134 0.6909
H 1.4467 -1.7335 1.9079
H -1.0348 0.0667 2.6918
H -2.4525 -0.6957 1.7097
H 1.5647 2.4852 -1.1077

***

--- 2 ---
22
Properties=species:S:1:pos:R:3 method="wB97M-V/def2-TZVPD" gap_ev=9.632 smiles="C=C/C(=C/C)CCC"
C 0.1905 0.8242 -0.4484
H 0.4189 -0.9486 1.3624
H 2.5616 1.8084 0.2962
H 1.9743 3.1894 1.3554
H -2.2775 -2.3885 1.4146
C -0.9834 -0.0090 0.0008
H -0.2731 -0.9985 -2.5527
H -1.2543 -2.0338 2.8424
C 0.4923 2.0137 0.3774
H 1.3208 -0.5559 -3.2986
H -0.3342 2.6108 0.7534
H -0.3144 -2.0198 0.2653
C 0.8831 0.5624 -1.5536
C 0.7643 -0.6964 -2.3819
H -1.4220 -0.4626 -0.8810
H -2.3153 -0.8240 2.1479
H 1.1578 -1.5325 -1.7960
C -1.6392 -1.6406 1.8981
H 1.5918 1.2921 -1.9312
H -1.7184 0.5993 0.5230
C -0.5552 -1.1807 0.9331
C 1.7317 2.3906 0.6736

***

The winner here is 2, beating the second structure by 64.9 kJ/mol.

***

--- 1 ---
12
Properties=species:S:1:pos:R:3 method="wB97M-V/def2-TZVPD" gap_ev=9.403 smiles="[H]/N=C(/C#C)NN=C"
N -0.2575 1.6406 1.5562
H -0.2129 1.8647 -1.2697
H -1.0407 2.3650 1.4695
H 2.2722 -1.8000 1.9789
N -0.4078 1.0430 -0.7332
C -0.7242 -1.1818 -1.4238
N -0.3965 0.0498 -1.6777
C 1.5031 -1.2018 1.3904
C 0.8352 -0.2928 0.8635
H -0.7974 -1.8490 -2.2998
C 0.0525 0.8588 0.5416
H -0.8260 -1.4966 -0.3959

***

--- 2 ---
12
Properties=species:S:1:pos:R:3 method="wB97M-V/def2-TZVPD" gap_ev=8.473
C 0.4134 -0.1861 0.0610
N -0.5970 1.9888 0.1282
H 1.4860 1.6223 0.5740
C -1.0675 -0.5550 -0.0870
N 1.3866 -1.1611 0.2748
C -1.3539 1.2933 -0.5570
H 1.3322 -1.9819 -0.3133
H 2.3287 -0.7888 0.2751
H -1.3544 -1.6035 -0.1307
N -1.6033 0.2792 -1.2336
C 0.5831 1.1433 0.2226
H -1.5537 -0.0503 0.7859

***

The winner here is 2, beating the second structure by 105.8 kJ/mol.

***

--- 1 ---
12
Properties=species:S:1:pos:R:3 method="wB97M-V/def2-TZVPD" gap_ev=11.047 smiles=CNC(C#N)C#N
N -2.9256 0.9325 1.2133
H 2.1754 0.8412 -0.0839
H 1.5656 -0.7322 -0.6605
H -0.5318 0.9022 -1.0976
N -0.3639 -2.5691 -0.1538
C -1.9007 0.4534 0.9796
N 0.0814 0.7792 -0.3017
C -0.5547 -0.0742 0.6787
C -0.5644 -1.5082 0.2614
H 1.5844 0.6594 -1.7438
C 1.4199 0.3561 -0.7084
H 0.0145 -0.0403 1.6167

***

--- 2 ---
12
Properties=species:S:1:pos:R:3 method="wB97M-V/def2-TZVPD" gap_ev=9.295 smiles=Nc1cncnc1
C 0.5351 -0.4403 -0.9985
N 0.8819 1.8115 -0.0621
H 1.6828 1.8827 -0.6711
N 0.2499 -1.6843 -0.6593
H 1.0865 2.1113 0.8822
H -1.2156 1.1299 1.4183
C -0.8142 0.3331 0.7967
H -1.3320 -2.8005 0.2516
H 0.8808 -0.2222 -2.0286
C 0.2100 0.6008 -0.0969
N -1.3889 -0.8719 0.9030
C -0.7762 -1.8502 0.2645

***

The winner here is 2, beating the second structure by 58.9 kJ/mol.

***

--- 1 ---
12
Properties=species:S:1:pos:R:3 method="wB97M-V/def2-TZVPD" gap_ev=8.154 smiles="O=CC(=S)N1CC1"
H 2.2200 2.0274 0.0503
S 2.4804 -0.7401 -0.0072
C 1.1855 1.6733 -0.1067
H -0.3141 -1.9424 0.8632
C 1.1387 0.1720 -0.2026
O 0.2351 2.4224 -0.0530
H -2.1864 0.1791 -0.4873
H -1.1623 -2.1864 -0.7652
H -1.3565 0.3558 1.1230
N -0.1110 -0.3353 -0.5471
C -0.7629 -1.4916 -0.0309
C -1.3665 -0.1340 0.1635

***

--- 2 ---
12
Properties=species:S:1:pos:R:3 method="wB97M-V/def2-TZVPD" gap_ev=8.547 smiles="ON1C=CCC1=S"
H 0.0358 -2.0237 -0.7969
H 0.2601 -1.9043 0.9486
H -2.3493 -1.0889 0.1292
H -1.7947 1.5693 -0.2182
C 0.9354 -0.1758 0.0031
C -0.0635 -1.3467 0.0578
O 0.7898 2.2229 0.1176
S 2.5835 -0.2972 -0.0392
H 1.8019 1.9942 -0.0603
N 0.2415 0.9922 -0.0403
C -1.3268 -0.6289 0.0439
C -1.1137 0.6870 -0.1452

***

The winner here is 1, beating the second structure by 44.5 kJ/mol.

***

--- 1 ---
17
Properties=species:S:1:pos:R:3 method="wB97M-V/def2-TZVPD" gap_ev=9.987 smiles="C1=C[C@@H]2N[C@@H]2C=CC1"
H -0.5176 2.7403 -0.3889
H 2.6319 -0.0616 -0.6197
C -0.2828 -1.4408 0.0634
C -0.0820 1.6668 -0.1407
H -0.8666 -2.4341 -0.1765
N -2.2865 -0.1265 -0.5031
H 1.8536 -0.3006 1.1239
H -1.9204 -0.4296 -1.3657
C 1.0124 -1.4292 -0.2105
C -1.2688 -0.5243 0.2962
H 1.7750 -2.3601 -0.4419
C 1.6755 -0.0148 0.1037
H -1.6931 1.4280 1.1800
C -1.2748 0.8234 0.2525
H 1.7979 2.0455 -0.3482
C 1.1004 1.2331 -0.1630
H -1.6540 -0.8155 1.3384

***

--- 2 ---
17
Properties=species:S:1:pos:R:3 method="wB97M-V/def2-TZVPD" gap_ev=9.039
C -1.4755 -0.7180 1.3837
H 1.1206 1.7821 -1.5628
C -0.0073 0.2292 1.3830
H -2.2972 0.0992 1.5386
H 0.1932 2.4593 0.5610
H 1.8015 -0.4702 -0.3802
H -0.8738 -1.5526 -1.5120
H -0.6176 0.7554 2.1200
H 1.3901 -0.5130 -2.1755
N -0.8664 0.9414 -0.5908
H -0.0578 -2.5556 -0.1089
C -0.8790 -0.6243 0.1001
C 0.5589 1.0037 -1.0014
C 0.0824 1.3521 0.4164
C -0.0784 -1.4085 -0.6793
H 0.9949 -0.2371 1.7162
C 1.0114 -0.5430 -1.2081

***

--- 3 ---
17
Properties=species:S:1:pos:R:3 method="wB97M-V/def2-TZVPD" gap_ev=9.292
C -1.5769 -0.1476 0.5674
H -1.6306 -0.6591 1.5921
H 1.0851 -2.3906 0.1444
H -0.8623 -0.8200 -1.3907
H 0.6192 2.4049 -0.3246
C -0.1555 0.4917 0.3240
H -2.9535 1.4933 -0.4136
C -0.4532 -0.7143 -0.3038
C 1.8808 0.8869 -0.1473
H 2.7159 1.5009 -0.5491
H -3.5707 -0.4783 -0.2189
N -2.6156 0.1414 -0.4459
C 2.1367 -0.6411 -0.0461
C 0.9804 -1.3832 -0.2278
H 3.0452 -1.0760 0.1603
H 0.5015 -0.0386 1.2819
C 0.8536 1.4297 -0.0022

***

The winner here is 1, beating the second structure by 214.6 kJ/mol.

***

--- 1 ---
17
Properties=species:S:1:pos:R:3 method="wB97M-V/def2-TZVPD" gap_ev=9.828
C -1.4541 0.5231 -0.0687
H 2.4361 1.4581 0.2109
H -0.3957 -1.6925 -1.3790
C -2.4603 1.0096 -0.5141
H 0.3939 -1.1363 -2.8613
C 0.5424 -1.3050 -1.7942
C 0.6776 0.2776 -0.0277
H 0.9080 2.3382 0.4361
H 0.1603 -1.3056 2.4713
C -0.6333 -0.7976 1.9444
H -1.6446 -0.9319 2.3065
H -3.3555 1.3861 -0.9185
H 1.3037 -2.0782 -1.6435
H 1.5020 1.2668 1.7007
C -0.4358 -0.3259 0.7319
C 1.4320 1.4015 0.6226
N 1.0231 -0.0880 -1.2172

***

--- 2 ---
17
Properties=species:S:1:pos:R:3 method="wB97M-V/def2-TZVPD" gap_ev=7.116
H -0.3631 0.3638 2.5409
C -0.8199 0.0005 0.6464
H -0.0141 -1.6103 -0.7112
C 1.4575 0.0597 1.4819
H -2.5042 0.4481 -2.0678
C 1.6580 -0.1896 -0.1333
C -2.0892 0.1181 -0.1510
H 2.1115 1.0251 1.8711
C 0.1520 -0.3535 -0.6201
H -3.0026 0.2052 0.4718
H 2.4638 -0.7517 -0.6572
H -0.5073 -0.2204 -2.7982
C -0.4976 0.4119 -1.8317
N -1.8540 0.2410 -1.4641
H 1.8986 -0.8705 2.2621
H 1.8401 0.9526 -0.4710
C 0.0703 0.1700 1.6314

***

The winner here is 1, beating the second structure by 216.2 kJ/mol.

***

--- 1 ---
17
Properties=species:S:1:pos:R:3 method="wB97M-V/def2-TZVPD" gap_ev=9.023
C -1.3160 1.3559 0.0781
H 3.6264 -0.1150 -0.1974
H -3.3197 0.5150 -0.0089
C 0.0092 1.0422 0.0154
H 2.7491 0.7096 1.1331
C -2.2283 0.3543 -0.0039
H 2.7771 1.2446 -1.0862
C 0.3822 -0.2856 0.0384
C 2.7890 0.3407 0.0050
H 1.9479 -1.3494 0.4828
H -0.5504 -2.5550 -0.1297
H -2.5820 -1.6508 0.0443
C -1.8340 -0.9903 -0.0329
N 1.7846 -0.6339 -0.0324
H -1.6065 2.5190 -0.0513
H 0.6355 1.9546 -0.2090
C -0.4969 -1.2898 -0.0587

***

--- 2 ---
17
Properties=species:S:1:pos:R:3 method="wB97M-V/def2-TZVPD" gap_ev=8.439
C -2.7414 1.9691 1.2387
H 2.7213 -1.0909 -0.8631
C -2.0769 1.2981 0.0219
H -1.2446 -0.5956 -2.4562
H -1.8855 2.1972 1.8513
H 0.9006 0.6379 1.0199
H 1.1695 -1.4532 -1.5628
N 2.7036 -0.7747 0.1550
H -3.4399 2.8279 0.7489
C 1.7142 -1.8610 0.9440
C 1.1712 -0.4899 0.4749
C -1.2217 0.8903 -0.8217
H -3.3890 1.2321 1.5888
H 2.2078 -1.9558 1.9979
C 0.6960 -0.7048 -0.8988
H 1.3249 -2.7440 0.2546
C -0.4231 -0.0406 -1.5698

***

--- 3 ---
17
Properties=species:S:1:pos:R:3 method="wB97M-V/def2-TZVPD" gap_ev=9.562 smiles=C1[C@@H]2[C@@H]3[C@H]4CN([C@H]23)[C@@H]14
C -1.4251 -0.4802 0.0445
H -1.9439 1.4156 0.9335
H 0.9692 0.2031 2.0440
C -1.3921 0.9797 0.0745
C 0.1003 1.0979 0.1145
H 2.5019 0.8251 -0.1668
H -0.4098 -1.5806 -1.6015
H -2.3223 -1.1123 0.0637
C 0.8671 -0.0194 0.9951
H 0.4645 2.0557 0.0383
C -0.2529 -1.0454 0.6483
H -0.4975 -1.9783 1.1060
H -1.6739 1.4847 -0.9596
C -0.3128 -0.8402 -0.8113
C 1.8108 -0.0751 -0.0735
N 0.6198 0.2878 -0.9935
H 2.2010 -1.0324 -0.4562

***

--- 4 ---
17
Properties=species:S:1:pos:R:3 method="wB97M-V/def2-TZVPD" gap_ev=10.184 smiles="c1ccncc1.C=C"
C -2.9753 -0.6919 -0.4900
C 2.2492 0.2544 -0.7391
H -3.3181 1.2396 0.3370
H -0.3859 1.8441 0.7512
H 0.7967 -2.2276 0.8772
H -0.6219 -0.4150 1.5134
C -3.6736 0.4343 -0.1216
C 1.2332 -1.2340 0.5991
H -3.3270 -1.4946 -1.1936
C 1.4993 1.3454 -0.1813
H -4.7372 0.3461 -0.4510
N 2.0921 -1.0507 -0.4545
C 0.2976 -0.2294 0.9610
C 0.3932 1.1645 0.6119
H 2.7919 0.4368 -1.6179
H -1.9135 -0.7861 -0.2574
H 1.9292 2.1523 -0.6179

***

The winner here is 4, beating the second structure by 53.9 kJ/mol.

***

--- 1 ---
17
Properties=species:S:1:pos:R:3 method="wB97M-V/def2-TZVPD" gap_ev=10.378 smiles="c1ccncc1.C=C"
H 1.8483 -0.5352 -2.1269
H -1.2333 1.9099 0.3077
C 0.0015 0.2278 -1.9752
C -0.4921 1.4753 -0.2294
H -0.0979 -2.3898 0.9138
H 0.8924 2.1519 1.0081
H -2.1867 -0.4771 2.0460
C 0.8360 1.7006 0.1299
C 1.3043 0.2079 -1.5775
H -0.3003 -0.5643 -2.6140
C 1.7928 1.0025 -0.5633
C -1.6159 -1.2280 1.4295
H -1.9020 -1.4082 0.4301
H -0.2393 -1.9329 2.8353
C -0.4528 -1.8044 1.6932
H 2.8971 0.8270 -0.3745
N -1.0521 0.8371 -1.3328

***

--- 2 ---
17
Properties=species:S:1:pos:R:3 method="wB97M-V/def2-TZVPD" gap_ev=9.857 smiles="C=C1[C@@H]2C=C[C@H]1NC2"
N -0.3749 1.3706 -0.8758
C -1.2449 -1.1047 -0.6660
C 2.2282 -0.3765 -0.1549
H 0.1649 2.2665 0.8624
H 0.1050 -0.0805 -2.1823
H -1.9151 -1.6604 1.2236
H 3.0017 -0.2041 0.6001
C -0.3945 1.3715 0.5151
H 2.8615 -1.1630 -0.8335
C -1.0725 -1.0255 0.6945
C -0.0849 -0.1224 -1.1701
C 0.9030 -0.4172 -0.2027
H -1.3161 1.1650 1.1209
H -1.4747 1.6271 -1.0466
C 0.1442 -0.0149 1.0239
H 0.5094 0.0929 2.0638
H -2.0403 -1.7243 -0.9724

***

The winner here is 1, beating the second structure by 271.5 kJ/mol.

***

--- 1 ---
17
Properties=species:S:1:pos:R:3 method="wB97M-V/def2-TZVPD" gap_ev=10.199 smiles="c1ccncc1.C=C"
C 0.0572 -1.1435 0.4780
H -2.4768 1.8223 1.3195
C -0.5823 2.0545 2.3342
H -0.6373 3.1474 2.4329
H -1.8154 0.0998 0.0177
H -0.9004 0.7470 -2.0331
H -1.5333 0.3067 1.6366
C 1.5869 -0.9540 -1.3591
C -0.8578 -0.3585 -0.2665
H 1.9514 -1.9224 0.4378
H -0.5980 -1.4704 1.3509
H 2.5301 -1.2344 -1.7559
N 0.7824 -0.2260 -2.1350
C -0.2881 0.1582 -1.4488
C -1.5798 1.3878 1.7631
H 0.2746 1.5742 2.7460
C 1.2852 -1.3925 -0.0355

***

--- 2 ---
17
Properties=species:S:1:pos:R:3 method="wB97M-V/def2-TZVPD" gap_ev=5.566
C 0.4095 0.5871 0.4105
H 1.9690 -1.9868 -0.2645
N -0.2230 0.8123 1.6120
C 1.5921 -0.8374 -0.5195
C -1.5108 0.9931 1.2415
H -0.5441 -1.7216 0.0212
H 2.3396 0.3118 1.3095
H 0.1048 -1.4098 -2.0861
C -1.3428 0.4621 -0.4809
H -1.6782 2.0080 0.8155
H -2.4737 0.5280 -1.1233
H -2.4371 0.3936 1.8022
H 0.6486 1.2698 -0.4315
C 0.0972 -0.4907 -1.4027
C 1.4898 -0.0174 0.8253
H 2.0860 -0.2983 -1.5045
C -0.5270 -0.6037 -0.2245

***

--- 3 ---
17
Properties=species:S:1:pos:R:3 method="wB97M-V/def2-TZVPD" gap_ev=10.227 smiles="c1ccncc1.C=C"
H -1.3077 0.9761 1.2434
H -2.0094 0.3994 4.1331
C -0.0008 -0.5337 -0.4097
H 2.1044 0.2801 -3.3376
H -2.2976 -0.7746 2.7039
C 1.8825 -0.9300 -1.6930
H 2.7280 -1.4244 -1.9831
H -0.2027 1.5063 -2.9519
C 1.4802 0.1418 -2.5427
C -1.8705 0.1412 3.0425
H -0.9858 2.0117 2.7578
C -1.2889 1.1004 2.2966
C 0.2734 0.7829 -2.1712
C 1.0749 -1.4068 -0.6805
H 1.4336 -2.0318 0.1696
N -0.3134 0.5627 -0.9597
H -0.7000 -0.8013 0.3827

***

The winner here is 3, beating the second structure by 42.5 kJ/mol.